The following is a DFT calculation (the ωB97M-V functional and the def2-TZVPD basis) of a cluster of 2 separate species, C21H21ClFSi in total in a non-equilibrium geometry.

Calculated values
Spin multiplicity   1
Molecular weight   355.936 g/mol
Max |F|   1.61 eV Å⁻¹
Total charge   +1
Highest occupied orbital energy   -11.19 eV
Calculated total energy   -1662.1162 Ha
ΔE to the lowest compared entry with this formula, charge and spin   0.000 eV

The geometry in XYZ format:
```
45
C21H21ClFSi the ωB97M-V functional and the def2-TZVPD basis
F -3.63402 -2.88725 2.55227
C -3.33965 -1.96517 1.61045
C -3.75799 -0.64872 1.75011
C -3.45988 0.29078 0.79412
C -2.72080 -0.04961 -0.36250
C -2.43850 0.97545 -1.30324
C -1.66664 0.97843 -2.49721
C -1.54552 2.19250 -3.20855
C -0.82080 2.26644 -4.37318
C -0.19442 1.14408 -4.88230
C -0.28259 -0.05707 -4.20891
C -0.99072 -0.13607 -3.03922
C -2.33072 -1.40367 -0.48073
C -2.62382 -2.32930 0.48277
H -4.32161 -0.38572 2.62671
H -3.79340 1.30742 0.92116
H -2.88306 1.92903 -1.06570
H -2.02432 3.07526 -2.82033
H -0.73480 3.20433 -4.89475
H 0.36390 1.20156 -5.80007
H 0.20342 -0.93753 -4.59788
H -0.99113 -1.07889 -2.54164
H -1.84040 -1.76230 -1.35721
H -2.32063 -3.35634 0.36763
H 0.59684 1.13526 0.19273
Si 1.93269 1.09858 0.78236
C 3.17253 1.02820 -0.61834
C 2.15847 2.65777 1.79408
C 2.01919 -0.41741 1.84701
C 3.19239 -0.68921 2.52164
C 3.28453 -1.81128 3.31974
C 2.19879 -2.66175 3.44239
Cl 2.31508 -4.06730 4.43475
C 1.02211 -2.38485 2.76597
C 0.93345 -1.26236 1.96751
H 3.00901 0.14438 -1.22834
H 3.08048 1.91243 -1.24332
H 4.17708 0.99147 -0.20619
H 1.40802 2.71571 2.57737
H 3.14408 2.65029 2.25113
H 2.07330 3.53312 1.15576
H 4.02628 -0.01516 2.41391
H 4.19094 -2.03791 3.85209
H 0.18606 -3.05246 2.87420
H 0.02677 -1.03516 1.43176
```